# 1
{
  "formula": "C6H18NS",
  "method": "ωB97M-V/def2-TZVPD",
  "spin_multiplicity": 1,
  "max_force_ev_per_a": 1.04,
  "homo_ev": -11.42,
  "homo_lumo_gap_ha": 0.32235,
  "e_above_lowest_kj_mol": 39.61,
  "total_charge": 1,
  "symbols": ["S", "C", "C", "H", "H", "H", "H", "H", "H", "C", "C", "C", "C", "N", "H", "H", "H", "H", "H", "H", "H", "H", "H", "H", "H", "H"],
  "coordinates": [[1.174, 0.215, 3.214], [0.722, -0.317, 4.873], [2.394, -1.061, 2.859], [-0.043, 0.377, 5.258], [1.590, -0.297, 5.554], [0.302, -1.337, 4.869], [3.233, -1.028, 3.574], [1.945, -2.068, 2.889], [2.789, -0.883, 1.844], [-0.991, 2.483, 0.274], [-0.803, 4.865, -0.188], [-0.606, 4.049, 2.096], [1.162, 3.598, 0.485], [-0.309, 3.749, 0.667], [-2.082, 2.579, 0.403], [-0.636, 1.646, 0.898], [-0.781, 2.247, -0.783], [-1.892, 4.989, -0.065], [-0.307, 5.810, 0.091], [-0.591, 4.657, -1.251], [-0.246, 3.231, 2.742], [-0.107, 4.984, 2.402], [-1.692, 4.164, 2.246], [1.543, 2.774, 1.113], [1.397, 3.374, -0.569], [1.681, 4.527, 0.773]],
  "lowdin_charge": [0.675, -0.435, -0.435, 0.034, 0.047, 0.047, 0.047, 0.047, 0.034, -0.001, -0.004, 0.000, 0.000, -0.440, 0.121, 0.094, 0.121, 0.120, 0.120, 0.120, 0.103, 0.121, 0.121, 0.100, 0.121, 0.121]
}

---

# 2
{
  "formula": "C3H9N3O",
  "method": "ωB97M-V/def2-TZVPD",
  "spin_multiplicity": 1,
  "max_force_ev_per_a": 3.27,
  "homo_ev": -8.70,
  "smiles": "CN(C)N(C)N=O",
  "homo_lumo_gap_ha": 0.35160,
  "e_above_lowest_kj_mol": 437.38,
  "total_charge": 0,
  "symbols": ["O", "N", "N", "N", "C", "C", "C", "H", "H", "H", "H", "H", "H", "H", "H", "H"],
  "coordinates": [[-0.957, -1.254, 1.318], [-1.327, -0.273, 0.640], [-0.333, 0.572, 0.156], [1.018, 0.617, 0.634], [-0.619, 1.514, -0.905], [1.125, 1.188, 1.976], [1.845, -0.573, 0.362], [-1.678, 1.613, -1.070], [-0.111, 1.209, -1.843], [-0.198, 2.495, -0.639], [2.181, 1.422, 2.204], [0.563, 2.101, 2.083], [0.801, 0.460, 2.723], [1.527, -1.374, 0.964], [2.894, -0.373, 0.567], [1.735, -0.878, -0.703]],
  "lowdin_charge": [-0.080, -0.010, -0.199, -0.221, -0.051, -0.078, -0.068, 0.074, 0.089, 0.084, 0.089, 0.076, 0.076, 0.044, 0.080, 0.097]
}

---

| no. | total energy (eV) |
| --- | --- |
| 1 | -18832.7631 |
| 2 | -9771.0060 |